No. 1
DFT (wB97M-V/def2-TZVPD) results for 2 unconnected molecules or ions with the total composition C2H6S6.

The geometry in ORCA input format:
```
! wB97M-V def2-TZVPD RIJCOSX def2/J DEFGRID3
* xyz 0 1
C 1.39 0.14 0.07
C -1.61 0.27 -0.10
S 1.71 -0.19 -1.69
S 1.63 1.75 0.68
S 1.83 -1.36 0.93
S -1.93 1.48 1.15
S -1.95 -1.40 0.60
S -1.88 0.58 -1.80
H 1.03 -1.45 -1.69
H 0.76 2.37 -0.23
H 1.84 -0.81 2.18
H -1.21 0.83 2.10
H -0.92 -2.04 0.01
H -0.68 -0.19 -2.20
*
```

Calculated values
Calculated total energy, a.u.: -2468.78332
E_LUMO (spin up / spin down), eV: -0.54 / -0.46
E_HOMO (spin up / spin down), eV: -7.48 / -7.57
Kohn-Sham gap (spin up / spin down), eV: 6.94 / 7.11

Population analysis type Mulliken, resulting atomic charges in e: atom 1 (C): 0.051, atom 2 (C): 0.022, atom 3 (S): -0.209, atom 4 (S): -0.137, atom 5 (S): -0.122, atom 6 (S): -0.141, atom 7 (S): -0.096, atom 8 (S): -0.133, atom 9 (H): 0.134, atom 10 (H): 0.173, atom 11 (H): 0.130, atom 12 (H): 0.159, atom 13 (H): 0.087, atom 14 (H): 0.082

=====

No. 2
DFT (wB97M-V/def2-TZVPD) results for 2 unconnected molecules or ions with the total composition C3H5Cl.

The geometry in ORCA input format:
```
! wB97M-V def2-TZVPD RIJCOSX def2/J DEFGRID3
* xyz 0 1
C -0.54 -0.06 -0.48
C 2.45 -0.53 1.08
C -1.74 0.44 -0.17
Cl 2.90 -0.47 -0.42
H -0.27 -1.10 -0.76
H 0.29 0.59 -0.41
H -2.77 0.10 -0.20
H -1.64 1.41 0.24
H 1.32 -0.37 1.11
*
```

Calculated values
Calculated total energy, a.u.: -577.30663
E_LUMO, eV: -0.63
ΔE to the lowest compared entry with this formula, charge and spin, eV: 4.533
E_HOMO, eV: -8.76
Kohn-Sham gap, eV: 8.14

Population analysis type Mulliken, resulting atomic charges in e: atom 1 (C): -0.359, atom 2 (C): -0.172, atom 3 (C): -0.502, atom 4 (Cl): 0.018, atom 5 (H): 0.224, atom 6 (H): 0.169, atom 7 (H): 0.278, atom 8 (H): 0.191, atom 9 (H): 0.155

=====

No. 3
DFT (wB97M-V/def2-TZVPD) results for a molecular structure, C57H54N5O2TeTi.

The geometry in ORCA input format:
```
! wB97M-V def2-TZVPD RIJCOSX def2/J DEFGRID3
* xyz 0 2
Ti 0.40 0.07 -0.05
C 4.23 -2.38 2.39
C 5.40 -1.49 2.70
C 6.24 -1.76 3.78
C 7.33 -0.96 4.07
C 7.61 0.14 3.28
C 6.78 0.44 2.22
C 5.69 -0.36 1.93
N 4.86 -0.03 0.82
C 3.52 0.23 0.94
N 3.15 0.61 2.18
C 1.93 0.31 2.84
C 0.82 -0.10 2.12
C -0.25 -0.54 2.93
C -0.24 -0.48 4.31
C 0.87 0.02 4.97
C 1.98 0.42 4.25
C 3.21 0.92 4.96
N 2.70 0.17 -0.08
C 3.40 -0.07 -1.32
C 3.27 -1.31 -1.94
C 3.93 -1.58 -3.13
C 4.75 -0.62 -3.69
C 4.92 0.60 -3.05
C 4.25 0.90 -1.86
C 4.52 2.23 -1.20
H 4.38 -3.37 2.81
H 4.09 -2.49 1.31
H 3.30 -1.99 2.80
H 6.02 -2.63 4.39
H 7.96 -1.21 4.91
H 8.46 0.77 3.50
H 6.96 1.32 1.60
H 5.22 -0.16 -0.11
H 3.94 0.72 2.81
H -1.15 -0.93 2.47
H -1.10 -0.84 4.87
H 0.89 0.08 6.05
H 3.03 0.99 6.03
H 3.51 1.91 4.61
H 4.07 0.25 4.82
H 2.62 -2.05 -1.50
H 3.79 -2.53 -3.61
H 5.27 -0.81 -4.62
H 5.57 1.35 -3.48
H 4.40 3.04 -1.91
H 5.55 2.26 -0.83
H 3.86 2.42 -0.36
C -6.31 -0.87 0.89
C -4.83 -1.01 0.68
C -4.16 -2.19 0.97
C -2.78 -2.34 0.81
C -2.12 -3.63 1.18
O -0.98 -3.67 1.60
C -2.92 -4.90 1.04
C -2.75 -5.88 2.01
C -3.42 -7.09 1.89
C -4.23 -7.33 0.79
C -4.39 -6.35 -0.18
C -3.74 -5.13 -0.05
C -2.06 -1.26 0.34
O -0.73 -1.31 0.14
C -2.70 -0.06 0.01
C -4.08 0.04 0.17
C -1.87 0.99 -0.65
N -0.85 1.63 0.03
C -1.16 2.16 1.36
C -2.24 3.23 1.38
Te -1.73 5.10 0.46
C -3.49 5.24 -0.68
C -3.42 5.70 -1.99
C -4.57 5.81 -2.76
C -5.80 5.44 -2.23
C -5.87 4.98 -0.92
C -4.72 4.89 -0.14
C -2.15 1.27 -2.05
C -1.86 2.53 -2.59
C -2.13 2.80 -3.92
C -2.68 1.83 -4.73
C -2.98 0.57 -4.21
C -2.72 0.30 -2.88
H -6.75 -1.81 1.23
H -6.82 -0.58 -0.03
H -6.53 -0.11 1.63
H -4.73 -3.03 1.36
H -2.10 -5.69 2.85
H -3.31 -7.85 2.65
H -4.75 -8.27 0.69
H -5.01 -6.54 -1.05
H -3.86 -4.37 -0.81
H -4.57 0.96 -0.13
H -0.23 2.53 1.80
H -1.52 1.36 2.03
H -2.49 3.45 2.41
H -3.14 2.88 0.87
H -2.46 5.95 -2.43
H -4.50 6.16 -3.78
H -6.69 5.52 -2.83
H -6.83 4.71 -0.50
H -4.80 4.56 0.88
H -1.44 3.28 -1.94
H -1.90 3.78 -4.32
H -2.88 2.04 -5.78
H -3.39 -0.20 -4.84
H -2.93 -0.69 -2.49
C 1.36 2.35 -2.31
C 1.00 1.00 -2.84
C 0.96 0.62 -4.15
C 0.55 -0.74 -4.17
C 0.35 -1.14 -2.88
C -0.09 -2.48 -2.41
N 0.63 -0.07 -2.03
H 2.15 2.78 -2.93
H 1.73 2.32 -1.28
H 0.52 3.04 -2.31
H 1.20 1.24 -4.99
H 0.42 -1.37 -5.04
H 0.09 -3.21 -3.20
H -1.16 -2.51 -2.17
H 0.43 -2.82 -1.51
*
```

Calculated values
Calculated total energy, a.u.: -3746.27607
E_LUMO (spin up / spin down), eV: 0.24 / -0.54
ΔE to the lowest compared entry with this formula, charge and spin, eV: 1.767
Expectation value of S²: 0.771
E_HOMO (spin up / spin down), eV: -6.57 / -6.77
Kohn-Sham gap (spin up / spin down), eV: 6.80 / 6.23

Atomic partial charges in e from the Mulliken method, atoms 1 to 99: atom 1 (Ti): -2.148, atom 2 (C): -1.231, atom 3 (C): 1.615, atom 4 (C): -0.723, atom 5 (C): -0.616, atom 6 (C): -0.673, atom 7 (C): -0.544, atom 8 (C): -0.797, atom 9 (N): 0.670, atom 10 (C): -0.552, atom 11 (N): 0.016, atom 12 (C): 0.350, atom 13 (C): -0.041, atom 14 (C): -0.050, atom 15 (C): -1.436, atom 16 (C): -0.938, atom 17 (C): 1.475, atom 18 (C): -1.670, atom 19 (N): 1.629, atom 20 (C): -1.031, atom 21 (C): -0.439, atom 22 (C): -0.969, atom 23 (C): -1.016, atom 24 (C): -1.065, atom 25 (C): 2.141, atom 26 (C): -1.856, atom 27 (H): 0.540, atom 28 (H): 0.167, atom 29 (H): 0.117, atom 30 (H): 0.427, atom 31 (H): 0.403, atom 32 (H): 0.411, atom 33 (H): 0.475, atom 34 (H): 0.286, atom 35 (H): 0.189, atom 36 (H): 0.564, atom 37 (H): 0.465, atom 38 (H): 0.377, atom 39 (H): 0.409, atom 40 (H): 0.353, atom 41 (H): 0.255, atom 42 (H): 0.570, atom 43 (H): 0.452, atom 44 (H): 0.398, atom 45 (H): 0.493, atom 46 (H): 0.525, atom 47 (H): 0.506, atom 48 (H): 0.173, atom 49 (C): -1.537, atom 50 (C): 0.098, atom 51 (C): -0.710, atom 52 (C): 1.031, atom 53 (C): 0.256, atom 54 (O): -0.506, atom 55 (C): 0.020, atom 56 (C): -0.316, atom 57 (C): -0.718, atom 58 (C): -0.329, atom 59 (C): -0.870, atom 60 (C): -0.061, atom 61 (C): -0.168, atom 62 (O): 0.603, atom 63 (C): 0.470, atom 64 (C): -0.685, atom 65 (C): -0.024, atom 66 (N): 1.106, atom 67 (C): -0.773, atom 68 (C): -1.021, atom 69 (Te): 0.132, atom 70 (C): 0.126, atom 71 (C): -0.374, atom 72 (C): -0.457, atom 73 (C): -0.479, atom 74 (C): -0.564, atom 75 (C): -0.427, atom 76 (C): 0.368, atom 77 (C): -0.363, atom 78 (C): -0.665, atom 79 (C): -0.778, atom 80 (C): -1.081, atom 81 (C): 0.071, atom 82 (H): 0.380, atom 83 (H): 0.348, atom 84 (H): 0.330, atom 85 (H): 0.491, atom 86 (H): 0.447, atom 87 (H): 0.395, atom 88 (H): 0.392, atom 89 (H): 0.395, atom 90 (H): 0.457, atom 91 (H): 0.761, atom 92 (H): 0.658, atom 93 (H): 0.154, atom 94 (H): 0.683, atom 95 (H): -0.093, atom 96 (H): 0.379, atom 97 (H): 0.380, atom 98 (H): 0.392, atom 99 (H): 0.401

=====

No. 4
DFT (wB97M-V/def2-TZVPD) results for 10 unconnected molecules or ions with the total composition C70H73N7O6.

The geometry in ORCA input format:
```
! wB97M-V def2-TZVPD RIJCOSX def2/J DEFGRID3
* xyz 0 1
C 18.29 3.87 19.38
C 19.74 3.61 19.78
C 20.19 4.11 21.17
C 19.50 3.49 22.25
N 19.03 2.98 23.14
H 17.59 3.31 19.99
H 18.17 3.50 18.39
H 17.93 4.88 19.43
H 20.54 3.88 19.09
H 19.93 2.51 19.84
H 20.03 5.13 21.20
H 21.26 4.02 21.25
C 20.58 3.83 26.53
C 19.28 4.39 26.95
C 18.27 4.69 25.84
C 18.68 5.81 25.01
N 19.33 6.61 24.49
H 20.39 2.83 26.08
H 21.27 3.68 27.39
H 21.01 4.48 25.75
H 19.37 5.29 27.61
H 18.90 3.70 27.76
H 17.35 4.91 26.32
H 18.11 3.75 25.24
C 16.97 13.77 19.03
C 15.50 13.97 19.22
C 14.78 12.72 19.70
C 15.31 12.16 20.99
N 15.68 11.72 21.98
H 17.42 14.75 18.82
H 17.22 13.22 18.13
H 17.42 13.23 19.87
H 15.02 14.37 18.34
H 15.36 14.69 20.02
H 14.82 11.95 18.97
H 13.75 13.00 19.90
C 23.35 15.15 22.64
C 23.40 13.77 22.05
C 22.16 12.92 22.07
C 21.42 13.11 20.83
N 21.05 13.27 19.77
H 22.62 15.70 22.00
H 24.32 15.67 22.60
H 23.01 15.08 23.61
H 24.18 13.23 22.55
H 23.65 13.83 20.98
H 21.52 13.20 22.93
H 22.37 11.85 22.15
C 15.35 6.95 28.64
C 15.45 8.20 29.50
C 15.04 9.43 28.75
C 16.15 9.95 28.00
N 17.06 10.12 27.32
H 14.26 6.70 28.39
H 15.61 6.04 29.18
H 15.89 7.07 27.68
H 16.49 8.31 29.87
H 14.94 8.05 30.47
H 14.53 10.23 29.34
H 14.34 9.20 27.92
C 18.88 9.90 22.73
C 18.64 11.21 23.54
C 19.31 11.14 24.95
C 20.75 10.82 24.79
N 21.89 10.70 24.84
H 18.41 9.11 23.26
H 19.96 9.74 22.62
H 18.59 9.97 21.71
H 17.54 11.28 23.65
H 19.03 12.13 22.95
H 18.89 10.27 25.57
H 19.25 12.06 25.46
C 25.24 12.30 25.13
C 25.54 10.99 24.27
C 26.81 10.36 24.80
C 26.85 9.83 26.16
N 27.01 9.45 27.24
H 26.25 12.70 25.29
H 24.91 11.95 26.10
H 24.59 12.97 24.57
H 25.58 11.22 23.22
H 24.70 10.33 24.54
H 27.67 11.02 24.64
H 27.09 9.51 24.16
C 9.70 5.12 19.18
C 9.96 6.47 18.91
C 11.08 7.11 19.39
C 12.06 6.35 19.99
C 11.87 5.02 20.22
C 10.62 4.38 19.82
C 12.90 4.25 21.00
O 12.72 3.10 21.31
C 14.12 4.95 21.42
C 15.09 4.26 22.16
C 16.29 4.89 22.46
C 16.58 6.17 21.99
C 15.64 6.85 21.18
C 14.40 6.22 20.97
C 13.41 6.93 20.14
O 13.75 7.95 19.51
H 8.81 4.69 18.74
H 9.11 7.11 18.59
H 11.29 8.13 19.14
H 10.51 3.31 19.91
H 14.94 3.19 22.36
H 17.02 4.32 23.10
H 17.60 6.59 22.19
H 15.79 7.81 20.73
C 13.12 10.15 23.78
C 14.32 9.83 24.41
C 14.60 8.50 24.70
C 13.70 7.48 24.40
C 12.45 7.83 23.89
C 12.19 9.15 23.57
C 11.36 6.80 23.77
O 10.30 7.14 23.35
C 11.66 5.41 24.18
C 10.67 4.45 24.06
C 10.97 3.14 24.25
C 12.18 2.74 24.81
C 13.14 3.73 25.04
C 12.93 5.05 24.66
C 13.93 6.07 24.88
O 14.99 5.83 25.50
H 12.83 11.19 23.65
H 15.12 10.62 24.58
H 15.46 8.24 25.21
H 11.24 9.40 23.12
H 9.66 4.70 23.65
H 10.22 2.34 24.07
H 12.33 1.71 25.07
H 14.11 3.45 25.48
C 24.69 7.48 25.43
C 23.61 7.47 24.57
C 23.70 7.25 23.23
C 24.95 7.00 22.66
C 26.09 6.97 23.50
C 25.91 7.24 24.86
C 27.37 6.70 22.91
O 28.37 6.77 23.60
C 27.42 6.43 21.40
C 28.71 6.40 20.80
C 28.76 6.20 19.43
C 27.58 6.14 18.66
C 26.33 6.31 19.21
C 26.27 6.44 20.60
C 24.96 6.70 21.26
O 23.94 6.77 20.65
H 24.63 7.76 26.45
H 22.62 7.69 24.99
H 22.86 7.26 22.53
H 26.83 7.25 25.45
H 29.56 6.51 21.41
H 29.72 6.29 18.86
H 27.53 6.08 17.63
H 25.41 6.40 18.61
*
```

Calculated values
Calculated total energy, a.u.: -3545.86178
E_LUMO, eV: -1.06
SMILES: O=C1c2ccccc2C(=O)c2ccccc21.O=C1c2ccccc2C(=O)c2ccccc21.O=C1c2ccccc2C(=O)c2ccccc21.CCCC#N.CCCC#N.CCCC#N.CCCC#N.CCCC#N.CCCC#N.CCCC#N
E_HOMO, eV: -9.44
Kohn-Sham gap, eV: 8.38

Atomic partial charges in e from the Mulliken method, atoms 1 to 99: atom 1 (C): -1.001, atom 2 (C): -0.684, atom 3 (C): -0.309, atom 4 (C): 0.373, atom 5 (N): -0.493, atom 6 (H): 0.262, atom 7 (H): 0.410, atom 8 (H): 0.279, atom 9 (H): 0.379, atom 10 (H): 0.307, atom 11 (H): 0.160, atom 12 (H): 0.380, atom 13 (C): -0.945, atom 14 (C): -0.863, atom 15 (C): 0.357, atom 16 (C): 0.384, atom 17 (N): -0.395, atom 18 (H): 0.269, atom 19 (H): 0.382, atom 20 (H): 0.121, atom 21 (H): 0.369, atom 22 (H): 0.374, atom 23 (H): -0.169, atom 24 (H): 0.271, atom 25 (C): -0.960, atom 26 (C): -0.468, atom 27 (C): -0.433, atom 28 (C): 0.125, atom 29 (N): -0.320, atom 30 (H): 0.310, atom 31 (H): 0.315, atom 32 (H): 0.210, atom 33 (H): 0.344, atom 34 (H): 0.292, atom 35 (H): 0.310, atom 36 (H): 0.292, atom 37 (C): -1.440, atom 38 (C): -0.265, atom 39 (C): 0.417, atom 40 (C): 0.063, atom 41 (N): -0.520, atom 42 (H): 0.374, atom 43 (H): 0.364, atom 44 (H): 0.407, atom 45 (H): -0.082, atom 46 (H): 0.447, atom 47 (H): 0.145, atom 48 (H): 0.054, atom 49 (C): -0.676, atom 50 (C): -0.675, atom 51 (C): -0.157, atom 52 (C): 0.201, atom 53 (N): -0.425, atom 54 (H): 0.184, atom 55 (H): 0.461, atom 56 (H): 0.011, atom 57 (H): 0.371, atom 58 (H): 0.357, atom 59 (H): 0.380, atom 60 (H): 0.005, atom 61 (C): -1.048, atom 62 (C): 0.077, atom 63 (C): -0.100, atom 64 (C): 0.061, atom 65 (N): -0.488, atom 66 (H): 0.148, atom 67 (H): 0.235, atom 68 (H): 0.490, atom 69 (H): -0.051, atom 70 (H): 0.121, atom 71 (H): 0.015, atom 72 (H): 0.580, atom 73 (C): -1.328, atom 74 (C): 0.197, atom 75 (C): -0.308, atom 76 (C): 0.179, atom 77 (N): -0.550, atom 78 (H): 0.420, atom 79 (H): 0.416, atom 80 (H): 0.219, atom 81 (H): 0.521, atom 82 (H): -0.216, atom 83 (H): 0.560, atom 84 (H): -0.028, atom 85 (C): -0.559, atom 86 (C): -0.661, atom 87 (C): -0.839, atom 88 (C): 0.952, atom 89 (C): 0.327, atom 90 (C): -0.847, atom 91 (C): 0.364, atom 92 (O): -0.682, atom 93 (C): 0.347, atom 94 (C): -0.985, atom 95 (C): 0.609, atom 96 (C): 0.244, atom 97 (C): -1.413, atom 98 (C): 0.507, atom 99 (C): 0.422